105
Properties=species:S:1:pos:R:3:mulliken_charge:R:1 method="wB97M-V/def2-TZVPD" e_tot_ha=-2738.8608 largest_force_ev_per_a=0.8 homo_energy_ev=-8.1041 homo_lumo_gap_ev=8.60
P -4.15075 -0.38880 -2.17941 0.1210
Si -5.18022 1.01355 -3.61668 0.1839
Si -5.06340 -0.76377 -5.99708 0.8068
O 1.17955 -1.94509 1.71184 -0.5151
O -8.74007 0.33091 -2.91171 -0.4585
O 8.15507 -0.01792 7.24384 -0.4703
O -5.77746 0.38028 -5.04567 -0.3574
O 1.45483 1.07746 -1.33906 -0.4637
O -8.42296 0.97627 -5.67481 -0.6097
O 6.35568 -3.39842 4.76261 -0.5171
O -2.95922 0.54569 -9.38471 -0.4842
O -3.00452 -1.13733 -3.12806 -0.3625
O 1.84853 -2.75096 4.32902 -0.5455
O 2.01334 -1.08714 8.19803 -0.4623
O -7.28901 4.09925 -3.66660 -0.4071
O 11.72743 0.54758 6.74310 -0.4674
O 10.79166 -1.69076 10.42004 -0.4763
C 12.11315 -1.20532 10.23562 -0.3643
C -8.95882 1.22358 -1.83578 -0.6568
C 6.98381 -2.46763 5.63999 -0.5087
C -9.06582 -0.28572 -5.84078 -0.7352
C 2.38463 0.14927 -0.77830 -0.3801
C 3.00407 -2.52926 5.15065 -0.5027
C 2.87835 -1.06888 9.32382 -0.5397
C -0.12233 -2.48059 1.81769 -0.5389
C -4.12767 1.33548 -9.55825 -0.3936
C -8.21052 5.04299 -4.19566 -0.6562
C 8.35805 -0.49618 8.57173 -0.6218
C -1.18676 1.80912 -4.24344 0.2222
C 0.29634 -0.26339 -4.40642 -1.2534
C -5.43114 -1.69540 -2.13119 -0.9577
C -3.43027 2.76854 -5.21659 -0.2423
C 12.21691 -0.22787 5.65836 -0.5435
C -4.25430 2.59149 -3.92387 -0.5336
C -1.92125 2.90981 -5.00666 -1.3403
C -0.70419 0.64618 -5.10763 0.0479
H 12.19150 -0.90504 9.19277 0.0371
H 3.49170 -1.96467 9.25382 0.2071
H 1.61271 -2.07367 2.56873 0.4010
H 12.87229 -1.96909 10.42169 0.2985
H 8.02658 -2.28230 5.37555 0.2772
H -0.11569 -3.55583 2.03039 0.2308
H 1.49614 -3.61859 4.52904 0.2603
H -3.09854 -2.08095 -3.11891 0.2755
H -7.65774 5.97007 -4.32891 0.2466
H -5.04549 -2.07088 -5.31012 -0.2565
H 3.54053 -0.19878 9.32515 0.2625
H -8.60789 4.73227 -5.16511 0.2857
H 6.93261 -2.78993 6.68372 0.2504
H 1.97554 -0.35973 0.09495 0.1187
H -9.04384 5.23327 -3.51405 0.2567
H -5.89502 -0.87848 -7.21114 -0.2486
H 1.03024 0.31575 -3.84037 0.2932
H 8.49237 -1.57220 8.49786 0.2245
H 12.32944 -0.32899 10.85144 0.2650
H -1.45261 2.99364 -5.99308 0.4515
H -6.38677 1.32913 -2.80631 -0.2521
H -6.41059 -1.22743 -2.00587 0.2296
H -3.93890 2.39876 -9.38813 0.2602
H -4.57564 1.20478 -10.54677 0.3185
H 11.42843 -0.49117 4.94879 0.2477
H -1.57082 0.06175 -5.43003 -0.2179
H -8.08403 1.85085 -1.62519 0.2871
H -3.77231 3.69004 -5.69702 0.3444
H -0.61011 -2.33004 0.85525 0.1713
H -7.74580 3.26468 -3.54055 0.2163
H -8.59382 0.83620 -3.72610 0.3452
H -10.13657 -0.09483 -5.86266 0.2872
H 11.05174 0.03736 7.19498 0.2549
H -9.15262 0.61663 -0.95377 0.2385
H -0.24770 1.05404 -6.01932 0.4393
H -9.82476 1.87218 -2.00200 0.3093
H -3.62797 2.77703 -3.04404 0.5035
H 2.74032 -2.53891 6.20818 0.1908
H 9.25442 -0.07811 9.03213 0.2744
H -0.71917 -1.98077 2.58689 0.2729
H -8.78778 -0.79656 -6.76639 0.2933
H 12.71278 -1.14432 5.99120 0.2537
H -1.82589 1.41182 -3.44502 -0.1848
H 10.67342 -1.95680 11.33264 0.2776
H -5.25412 -2.35407 -1.27778 0.3714
H -0.22745 -0.92145 -3.70869 0.2211
H -3.63824 1.97448 -5.94097 -0.0667
H 6.44182 -1.53165 5.54548 0.2187
H 2.69627 -0.59894 -1.51413 0.2414
H 3.79541 -3.24998 4.94460 0.2932
H 3.36897 -1.53703 4.89760 0.2278
H -8.86495 -0.94569 -4.99466 0.2925
H -5.04844 3.34222 -3.88944 0.4883
H 1.45846 -0.30649 8.22161 0.2725
H 8.05229 0.93426 7.27560 0.2598
H 0.67263 0.58483 -1.59390 0.2283
H 2.33176 -1.09937 10.27010 0.2819
H 3.25780 0.72931 -0.48780 0.2488
H 6.81741 -4.23553 4.82135 0.2735
H -4.84038 0.99088 -8.81192 0.0139
H 0.84481 -0.89406 -5.10535 0.3727
H 12.94937 0.39037 5.14466 0.2405
H -7.47103 0.80917 -5.58579 0.5596
H 7.49967 -0.29465 9.21860 0.3291
H -1.75081 3.86975 -4.50599 0.3449
H -3.69908 -0.35544 -6.36563 -0.1563
H -0.32052 2.24985 -3.73614 0.4164
H -5.45468 -2.28255 -3.04916 0.2430
H -2.30240 0.82259 -10.02458 0.2696

---

19
Properties=species:S:1:pos:R:3:mulliken_charge:R:1 method="wB97M-V/def2-TZVPD" total_charge=+1 smiles="C[C@H]1CCC=[N+]1C" e_tot_ha=-290.2897 largest_force_ev_per_a=3.7 homo_energy_ev=-15.7558 e_above_lowest_kcal_mol=20.2 homo_lumo_gap_ev=11.41
N -0.61680 -0.65169 -0.14134 0.1749
C 0.16037 -1.61666 0.21701 0.0885
C 1.64648 0.27016 0.02765 -0.7179
C 1.64159 -1.23908 0.32769 -0.8038
C -1.96220 -0.77310 -0.53321 -0.9016
C 0.14155 0.60461 -0.44377 0.1085
C -0.24968 1.89856 0.19166 -1.4779
H -2.29431 -1.69380 -0.07807 0.3106
H -0.72706 1.92570 1.19476 0.3412
H 2.43025 0.58641 -0.63553 0.4231
H -2.55439 -0.03496 -0.19948 0.3904
H 0.07282 0.67150 -1.47932 0.4216
H -2.14425 -0.87056 -1.56656 0.3865
H -0.41241 -2.56856 0.54178 0.3456
H -0.95056 2.41312 -0.55756 0.3837
H 0.62885 2.51411 0.20807 0.4368
H 2.15288 -1.78256 -0.41572 0.3482
H 2.07252 -1.57580 1.20600 0.4280
H 1.81722 0.81710 1.03171 0.3137

---

17
Properties=species:S:1:pos:R:3:mulliken_charge:R:1 method="wB97M-V/def2-TZVPD" smiles="CC=O.CNC" e_tot_ha=-288.9485 largest_force_ev_per_a=2.2 homo_energy_ev=-9.0154 e_above_lowest_kcal_mol=43.0 homo_lumo_gap_ev=9.93
O 2.52106 -0.95610 -1.02752 -0.4833
N -1.16178 -0.65893 0.39885 -0.2785
C 2.23847 0.06598 -0.46947 0.2510
C 2.89870 1.40640 -0.64626 -0.9503
C -1.87374 0.62365 0.37329 -0.8350
C -2.00208 -1.81512 0.53579 -0.8629
H 2.49835 2.25551 -0.07836 0.3053
H -0.66239 -0.72494 -0.48665 0.2050
H -1.07924 1.33541 0.14483 0.2441
H -1.47099 -2.76886 0.61040 0.3119
H -2.86212 -1.93477 -0.14029 0.2941
H -2.27666 0.85216 1.35774 0.3379
H -2.35535 -1.67024 1.57568 0.2849
H 1.50942 0.10337 0.36037 0.3096
H 3.96658 1.43153 -0.42746 0.3075
H -2.66324 0.70275 -0.39658 0.2989
H 2.77503 1.75220 -1.68434 0.2600

---

96
Properties=species:S:1:pos:R:3:mulliken_charge:R:1 method="wB97M-V/def2-TZVPD" smiles=CC[C@H](F)[PH2](C[C@H](C)Cl)P(O)O.COC[C@@H](C)N.COC[C@@H](C)N.COC[C@@H](C)N.COC[C@@H](C)N e_tot_ha=-2787.3214 largest_force_ev_per_a=0.4 homo_energy_ev=-7.1533 homo_lumo_gap_ev=7.53
Cl 1.14840 -1.69618 1.31598 -0.0835
P 5.18332 -0.93008 0.37058 0.1938
P 4.52440 1.10078 1.28069 -0.2376
F 6.76447 -2.06694 -1.48927 -0.3919
O -1.67088 -2.80991 -1.69690 -0.4685
O -2.11534 1.07999 -5.56492 -0.2572
O 2.92518 0.89941 1.60039 -0.0966
O -3.78753 1.82058 3.87164 -0.1995
O 0.45375 0.89093 6.91833 -0.4013
O 5.23413 0.93070 2.76380 -0.4118
N -2.57849 3.79941 -6.48019 -0.7425
N -2.75613 0.26665 1.62708 -0.3822
N -4.14145 -2.21763 -3.12635 -0.6936
N 2.04114 0.35447 4.55824 -0.3970
C 0.58156 0.49137 4.47924 0.6834
C 2.78551 -3.79982 0.67573 -1.5606
C -3.69523 -1.40593 -1.99017 0.4825
C -3.10942 -0.10070 -2.51192 -1.1204
C -0.04360 2.19551 7.14062 -0.5704
C 3.48088 -1.46046 -0.15374 -1.5189
C -4.41907 1.82006 0.75130 -1.3782
C -4.62096 0.93426 3.14745 -1.1125
C -0.10574 0.20277 5.81628 -0.8173
C -1.06277 1.85094 -6.10945 -0.7504
C -1.95310 2.48184 -8.42822 -1.4071
C -4.16410 0.66339 1.70983 0.7116
C -2.57552 0.00688 -6.36206 -0.6458
C 0.24284 1.84995 3.87791 -1.3788
C -0.53853 -1.98895 -1.90695 -0.3136
C 7.06462 -3.16125 0.62404 -0.6257
C -1.51654 2.97122 -7.05247 0.3914
C 2.81576 -2.29128 0.97193 0.6438
C 6.08219 -2.51204 -0.33884 0.0217
C 8.45959 -2.51525 0.60553 -1.1953
C -2.75158 -2.15932 -1.04953 -0.4601
C -4.08535 3.19459 3.71416 -0.7745
H 2.87942 -0.58841 -0.40484 0.5906
H 0.56992 1.89061 2.83827 0.3375
H -3.34108 3.19014 -6.19836 0.3130
H -2.37233 -1.47926 -0.27791 0.1827
H -4.75516 -0.19259 1.36449 0.3312
H 3.57066 -2.07829 -1.04865 0.7741
H -4.64015 -3.03540 -2.79024 0.2701
H 1.81796 -4.22479 0.93913 0.4486
H -2.36458 -0.27864 -3.28821 -0.0420
H 2.97131 -4.00334 -0.37954 0.3343
H -2.61508 -0.58057 2.17033 0.2980
H -3.59861 3.62770 2.83738 0.2495
H 3.34570 -2.13846 1.91218 0.3140
H -1.18144 0.40796 5.74497 0.4214
H 2.27229 -0.59261 4.84558 0.2778
H 5.37462 -3.26069 -0.71002 0.3935
H -5.65454 1.30433 3.15946 0.4203
H -0.33642 1.19536 -6.60918 0.4063
H 0.09966 2.42123 8.19644 0.2658
H -3.31536 -2.95475 -0.55244 0.4041
H 0.01564 -0.85970 6.04398 0.3824
H -3.01612 -0.72959 -5.68948 0.1548
H -0.57660 -1.45892 -2.86290 0.1423
H -3.70432 2.62930 0.90685 0.3076
H 6.65154 -3.11284 1.63838 0.2941
H 0.22712 -0.27624 3.78212 -0.0823
H 0.74927 2.65797 4.40764 0.3930
H 8.41789 -1.46228 0.32373 0.3055
H -1.11203 2.25444 6.90919 0.2375
H 2.68614 0.47805 2.44505 0.2240
H 0.48604 2.94725 6.55006 0.2276
H -3.31379 -2.58510 -3.58809 0.2996
H -0.64364 3.61831 -7.19099 0.3975
H 5.10753 0.05066 3.15089 0.2923
H -4.30911 1.48434 -0.27942 0.1254
H 0.34154 -2.63354 -1.90187 0.2158
H -2.93398 2.00686 -8.38677 0.2789
H -0.83221 2.03579 3.91322 0.1921
H 7.15038 -4.22503 0.38369 0.4301
H 5.97154 -0.15255 -0.54077 0.0596
H -3.34263 0.32069 -7.07429 0.2108
H -4.58445 -1.16500 -1.39562 0.3257
H 2.38550 0.94808 5.30747 0.2448
H -5.42587 2.22270 0.87592 0.4002
H -2.19264 0.97216 2.09535 0.0492
H -2.63657 0.46918 -1.70939 0.2930
H -0.56226 2.30677 -5.25121 0.3200
H -1.24167 1.76300 -8.83882 0.3497
H -1.75081 -0.45783 -6.91304 0.3653
H -4.59941 -0.00891 3.69948 0.3587
H 3.54462 -4.31911 1.26525 0.3045
H 5.68047 -1.31141 1.68998 -0.1768
H -2.02885 3.32381 -9.11520 0.3443
H -3.72201 3.71000 4.60234 0.2427
H 9.11454 -3.02724 -0.09868 0.3227
H -3.89066 0.51160 -2.96282 0.3425
H -0.43639 -1.25706 -1.10178 0.1067
H 8.92097 -2.57774 1.59285 0.3483
H -2.25305 4.23325 -5.62252 0.2697
H -5.16487 3.35642 3.63164 0.3740